Here is a 6-piece molecular cluster, C2H15NO5 overall from OMol25. Energies are from ωB97M-V/def2-TZVPD.

Computed properties:
Calculated total energy (eV): -14044.2199
Spin multiplicity: 1
HOMO-LUMO gap (eV): 8.72
Max |F| (eV/A): 1.40
E_HOMO (Ha): -0.3135

Each line ends with the Mulliken charge.
Element x y z (Å)
C  1.064  -0.099  -1.328  -0.760
C  1.893  0.926  -1.152  0.117
N  2.011  1.780  -0.078  -0.352
H  0.381  -0.546  -0.619  0.080
H  1.060  -0.700  -2.231  0.329
H  2.458  1.264  -2.016  0.335
H  1.251  1.801  0.577  0.282
H  2.899  2.116  0.241  0.182
H  -0.635  -3.339  0.363  0.328
H  0.795  -2.862  -0.100  0.327
O  0.115  -3.534  -0.203  -0.637
H  0.510  0.012  1.392  0.178
H  -0.243  -0.681  2.492  0.335
O  0.561  -0.772  1.973  -0.652
H  -2.551  1.048  -1.423  0.333
H  -1.332  0.460  -1.990  0.333
O  -1.594  1.208  -1.435  -0.650
H  -0.904  2.078  1.506  0.239
H  -1.249  1.284  0.165  0.396
O  -0.778  1.241  1.046  -0.650
H  -2.109  -0.272  1.375  0.359
H  -1.357  -1.359  0.618  0.191
O  -2.247  -1.053  0.825  -0.642

Forces on atoms 1 to 6 (eV/Å):
-0.2 -1.0 -0.1
0.1 0.4 -0.5
-0.6 0.1 0.1
0.2 0.4 0.5
0.3 0.5 -0.3
0.4 -0.3 0.1